# 1
Computed, not measured: C14H25CoF9N3OSe2 as an isolated structure, with ωB97M-V/def2-TZVPD.

- spin multiplicity = 2
- net charge = +1
- frontier orbital gap (spin up / spin down) (eV) = 8.521 / 9.008
- energy above the lowest of the compared OMol25 structures with the same formula, charge and spin (kcal/mol) = 10.2
- calculated total energy (eV) = -214214.592

Each line ends with the Löwdin charge.
Element x y z (Å)
Co: 0.009 -0.100 -0.351  0.356
C: 0.059 0.773 2.608  -0.158
C: 1.469 0.382 2.176  -0.164
N: 1.691 0.620 0.738  -0.112
C: 1.862 2.034 0.339  -0.146
C: 0.509 2.712 0.149  -0.131
N: -0.435 1.815 -0.559  -0.100
C: -1.831 1.965 -0.102  -0.149
C: -1.994 1.348 1.302  -0.159
N: -0.940 0.349 1.604  -0.084
H: -0.146 0.325 3.583  0.133
H: -0.016 1.848 2.754  0.109
H: 2.209 0.910 2.786  0.132
H: 1.609 -0.686 2.340  0.092
H: 2.524 0.111 0.467  0.118
H: 2.461 2.590 1.066  0.132
H: 2.408 2.032 -0.603  0.114
H: 0.066 2.977 1.105  0.106
H: 0.626 3.648 -0.401  0.142
H: -0.402 2.022 -1.552  0.095
H: -2.131 3.016 -0.102  0.134
H: -2.455 1.438 -0.824  0.106
H: -2.002 2.120 2.072  0.120
H: -2.968 0.860 1.351  0.117
H: -1.378 -0.511 1.907  0.090
C: -3.094 -2.571 1.054  -0.377
Se: -2.457 -1.741 -0.588  1.003
C: -1.545 -3.292 -1.318  -0.512
C: -0.330 -3.740 -0.530  -0.478
Se: 1.099 -2.407 -0.442  1.072
C: 1.873 -3.089 1.209  -0.361
H: -3.672 -3.462 0.823  0.034
H: -3.756 -1.859 1.545  0.022
H: -2.280 -2.831 1.730  0.019
H: -1.297 -3.034 -2.343  0.042
H: -2.273 -4.103 -1.342  0.082
H: 0.105 -4.629 -0.987  0.084
H: -0.597 -3.980 0.499  0.060
H: 2.191 -4.116 1.043  0.038
H: 1.161 -3.052 2.031  0.032
H: 2.755 -2.498 1.447  0.024
F: 1.615 1.122 -4.788  0.195
C: 1.437 0.482 -3.636  -0.533
F: 2.394 -0.436 -3.504  0.181
F: 1.635 1.382 -2.639  0.127
C: 0.027 -0.159 -3.495  -0.303
O: -0.217 -0.555 -2.233  -0.277
C: -0.038 -1.415 -4.430  -0.550
F: -1.313 -1.811 -4.562  0.171
F: 0.460 -1.199 -5.645  0.190
F: 0.635 -2.433 -3.883  0.154
C: -1.061 0.859 -3.976  -0.534
F: -2.255 0.515 -3.493  0.165
F: -0.795 2.097 -3.479  0.133
F: -1.151 0.972 -5.293  0.200

Force components x, y, z for each atom (eV/Å):
Co 0.2 -0.2 0.3
C 0.0 0.0 0.0
C 0.0 0.0 -0.1
N 0.1 0.2 0.0
C 0.0 0.0 0.0
C 0.0 0.0 0.0
N -0.2 0.1 -0.1
C 0.1 0.0 0.0
C -0.1 0.0 0.0
N 0.2 -0.1 -0.1
H 0.0 0.0 0.0
H 0.0 0.0 0.0
H 0.0 0.0 0.0
H 0.0 0.0 0.0
H 0.0 0.1 0.0
H 0.0 0.0 0.0
H 0.0 0.0 0.0
H 0.0 0.0 0.0
H 0.1 0.0 0.0
H 0.0 0.0 0.0
H 0.0 0.0 0.0
H 0.0 0.0 0.0
H 0.0 0.0 0.0
H 0.0 0.0 0.0
H 0.0 0.0 0.0
C 0.0 0.0 0.0
Se -0.2 0.1 -0.1
C 0.1 -0.1 0.1
C -0.1 0.0 0.0
Se -0.2 0.0 0.0
C 0.0 0.0 0.0
H 0.0 0.0 0.0
H 0.0 0.0 0.0
H 0.0 0.0 0.0
H 0.0 0.1 0.0
H 0.0 0.0 0.0
H 0.0 0.0 0.0
H 0.0 0.0 0.0
H 0.0 0.0 0.0
H 0.0 0.0 0.0
H 0.0 0.0 0.0
F 0.0 0.0 0.0
C 0.1 0.1 0.0
F 0.0 0.0 0.0
F 0.0 0.0 -0.1
C 0.0 0.0 0.0
O 0.1 -0.1 0.0
C 0.0 0.0 0.1
F 0.0 0.0 0.0
F 0.0 0.0 0.0
F 0.0 0.0 0.0
C 0.0 -0.1 0.0
F 0.0 0.0 0.0
F 0.0 0.1 0.0
F 0.0 0.0 0.0

***

# 2
Computed, not measured: the molecule C5H8N2, with ωB97M-V/def2-TZVPD.

- spin multiplicity = 1
- net charge = 0
- frontier orbital gap (eV) = 9.500
- SMILES = [H]/N=C/C=C\C=N\C
- energy above the lowest of the compared OMol25 structures with the same formula, charge and spin (kcal/mol) = 40.9
- calculated total energy (eV) = -8293.221

Each line ends with the Löwdin charge.
Element x y z (Å)
C: 0.564 2.284 0.782  -0.133
N: 0.107 1.000 0.315  -0.031
C: -0.540 0.243 1.104  -0.180
C: -1.015 -1.093 0.701  -0.079
C: -0.621 -1.756 -0.396  -0.081
C: 0.398 -1.293 -1.357  -0.260
N: 0.354 -1.695 -2.565  0.086
H: 1.651 2.336 0.658  0.078
H: 0.133 3.060 0.141  0.079
H: 0.314 2.501 1.832  0.072
H: -0.788 0.559 2.130  0.113
H: -1.755 -1.552 1.354  0.095
H: -1.074 -2.716 -0.636  0.105
H: 1.152 -0.607 -0.971  0.094
H: 1.120 -1.271 -3.091  0.043

Force components x, y, z for each atom (eV/Å):
C 0.0 0.2 0.1
N -0.3 -0.2 0.3
C 0.2 0.1 -0.2
C 0.1 -0.1 -0.2
C 0.0 0.1 0.1
C -0.1 -0.1 -0.1
N 0.1 0.2 0.3
H -0.2 0.0 0.0
H 0.1 -0.1 0.1
H 0.0 -0.1 -0.1
H 0.1 0.0 -0.1
H 0.1 0.1 -0.1
H 0.0 0.1 0.0
H -0.1 -0.1 -0.1
H -0.1 -0.1 0.0

***

# 3
Computed, not measured: the molecule C6H9N, with ωB97M-V/def2-TZVPD.

- spin multiplicity = 1
- net charge = 0
- frontier orbital gap (eV) = 8.153
- energy above the lowest of the compared OMol25 structures with the same formula, charge and spin (kcal/mol) = 118.7
- calculated total energy (eV) = -7853.013

Each line ends with the Löwdin charge.
Element x y z (Å)
C: 2.662 0.493 2.045  -0.109
C: 1.646 -0.069 1.153  -0.076
C: 0.819 -0.518 0.399  -0.041
C: -0.235 -0.988 -0.508  -0.179
C: -1.424 -0.041 -0.410  -0.400
C: -1.530 1.309 -1.016  -0.074
N: -2.321 0.046 -1.584  0.008
H: 2.202 0.953 2.927  0.077
H: 3.243 1.267 1.530  0.077
H: 3.358 -0.280 2.389  0.075
H: -0.524 -2.015 -0.246  0.113
H: 0.153 -1.008 -1.536  0.116
H: -1.995 -0.215 0.506  0.129
H: -0.698 1.383 -1.744  0.021
H: -2.035 -0.342 -2.472  0.132
H: -3.322 0.025 -1.432  0.129

Force components x, y, z for each atom (eV/Å):
C 0.1 0.0 0.1
C -0.3 -0.2 -0.3
C 0.4 0.2 0.3
C 0.0 0.1 -0.1
C -0.1 -0.1 0.1
C 0.2 -0.1 -0.1
N -0.3 0.0 -0.1
H 0.0 -0.1 -0.2
H -0.1 -0.1 0.1
H -0.1 0.1 -0.1
H 0.0 0.2 0.0
H -0.1 0.1 0.1
H 0.1 0.1 -0.1
H -0.2 0.1 0.1
H 0.1 -0.2 0.2
H 0.3 0.1 0.0

***

# 4
Computed, not measured: C26H31BN8NdS as an isolated structure in a non-equilibrium geometry, with ωB97M-V/def2-TZVPD.

- spin multiplicity = 4
- net charge = +1
- frontier orbital gap (spin up / spin down) (eV) = 7.898 / 8.161
- energy above the lowest of the compared OMol25 structures with the same formula, charge and spin (kcal/mol) = 32.3
- calculated total energy (eV) = -66172.718

Each line ends with the Löwdin charge.
Element x y z (Å)
Nd: -0.258 -0.070 0.103  1.904
C: 2.203 -3.816 1.511  -0.036
C: 1.149 -3.514 0.635  -0.173
N: 0.459 -2.491 1.025  -0.057
N: 1.004 -2.065 2.234  -0.056
C: 1.967 -2.958 2.562  -0.105
B: 0.393 -1.158 3.408  -0.418
N: -1.211 -0.942 3.191  -0.033
C: -2.133 -1.441 4.038  -0.059
C: -3.379 -1.510 3.369  -0.026
C: -3.097 -1.071 2.068  -0.154
N: -1.830 -0.687 1.969  -0.102
N: 1.054 0.277 3.259  -0.029
C: 1.576 1.088 4.208  -0.033
C: 1.987 2.292 3.586  -0.010
C: 1.666 2.096 2.205  -0.135
N: 1.092 0.895 1.964  -0.098
H: 2.994 -4.535 1.400  0.102
H: 1.003 -3.997 -0.320  0.120
H: 2.411 -2.940 3.554  0.129
H: 0.602 -1.724 4.421  0.108
H: -1.843 -1.685 5.049  0.124
H: -4.297 -1.856 3.802  0.096
H: -3.765 -1.100 1.199  0.113
H: 1.727 0.785 5.230  0.131
H: 2.507 3.099 4.020  0.086
H: 1.937 2.762 1.396  0.094
C: -2.568 1.595 -0.401  -0.311
C: -2.235 1.025 -1.697  -0.300
C: -0.946 1.601 -2.118  -0.328
C: -0.503 2.426 -1.058  -0.347
C: -1.464 2.427 0.013  -0.302
C: -1.436 3.367 1.228  -0.024
C: 0.687 3.330 -1.122  -0.037
C: -0.445 1.499 -3.503  -0.064
C: -3.188 0.316 -2.593  -0.047
C: -3.892 1.521 0.244  -0.057
H: -1.609 2.820 2.112  0.052
H: -2.177 4.131 1.197  0.073
H: -0.405 3.866 1.252  0.089
H: 1.565 3.001 -0.553  0.056
H: 0.440 4.296 -0.694  0.084
H: 1.057 3.455 -2.119  0.073
H: 0.665 1.568 -3.556  0.088
H: -0.835 2.413 -4.138  0.138
H: -0.728 0.554 -3.984  0.045
H: -4.076 0.938 -2.691  0.088
H: -3.444 -0.638 -2.175  0.067
H: -2.767 0.231 -3.665  0.106
H: -3.824 1.675 1.355  0.100
H: -4.359 0.559 0.053  0.057
H: -4.598 2.239 -0.200  0.100
N: 3.472 -0.582 0.523  0.126
C: 3.097 -0.773 -0.768  -0.612
N: 1.789 -0.795 -1.150  -0.083
C: 1.646 -1.382 -2.413  -0.302
C: 0.477 -1.622 -3.128  -0.056
C: 0.583 -1.993 -4.461  -0.073
C: 1.822 -2.180 -5.043  -0.074
C: 3.002 -2.022 -4.332  -0.088
C: 2.926 -1.640 -3.022  -0.467
S: 4.264 -1.420 -1.923  1.120
H: 2.755 -0.345 1.245  0.083
H: 4.364 -0.851 0.855  0.096
H: -0.502 -1.288 -2.777  0.092
H: -0.337 -2.214 -4.996  0.119
H: 1.865 -2.542 -6.057  0.111
H: 3.946 -2.301 -4.826  0.128

Force components x, y, z for each atom (eV/Å):
Nd -1.2 0.4 -0.4
C -0.6 0.1 0.6
C 1.7 -0.9 -1.0
N -1.1 2.3 0.8
N -0.7 -1.3 0.5
C 0.9 0.3 0.2
B -1.2 1.1 -2.0
N 0.0 -0.7 -0.3
C -0.9 0.3 -1.0
C 1.5 -0.1 0.6
C -0.3 -0.3 0.6
N 1.3 -0.4 0.2
N 0.0 0.0 -0.6
C 0.2 0.9 -2.2
C -1.1 -2.3 -1.6
C 0.4 -0.2 1.4
N 0.6 0.3 2.9
H -0.2 -0.2 0.1
H -0.4 0.2 0.0
H 0.1 0.2 -0.4
H 0.0 0.3 0.4
H -0.2 -0.1 -0.1
H -0.1 0.0 -0.1
H 0.4 0.4 0.5
H -0.3 -0.2 0.0
H 0.3 0.7 0.4
H -0.3 -0.1 0.0
C 2.0 -0.1 -1.1
C 1.6 1.6 1.0
C -1.9 -0.9 1.6
C -0.1 0.0 0.3
C -0.5 -0.1 -0.6
C 2.2 -0.2 -1.7
C 0.4 -0.1 0.8
C 0.7 1.6 -1.5
C 0.8 0.5 -1.6
C -0.5 0.0 1.0
H 0.1 -0.6 1.3
H -0.6 0.7 -0.3
H -1.5 -0.7 0.3
H -0.1 -0.2 0.0
H 0.0 0.3 -0.2
H 0.0 0.2 -0.7
H -0.7 -0.1 0.0
H 0.6 -1.8 1.0
H 0.0 0.5 0.0
H -0.3 -0.2 0.0
H -0.4 -0.7 -0.2
H -0.6 -0.2 1.8
H -0.2 -0.1 -1.0
H -0.1 -0.2 0.1
H 0.3 0.1 0.3
N -1.9 1.0 -0.2
C -1.5 -1.5 0.6
N 2.0 0.1 0.6
C 1.9 0.6 -0.4
C 0.2 1.0 0.1
C -0.2 -0.5 0.3
C -0.2 -0.4 -0.3
C 0.5 -0.7 -0.9
C -1.1 -0.2 0.4
S -1.1 0.7 0.3
H 0.9 -0.3 -1.0
H 0.8 -0.1 0.0
H 0.2 -0.4 0.3
H 0.2 0.2 -0.2
H 0.1 0.1 -0.2
H -0.4 0.4 0.4